Density functional theory data (ωB97M-V/def2-TZVPD) for a molecular structure, C8H24BiClI2P2S at a distorted geometry.

Geometry as XYZ:
```
39
Properties=species:S:1:pos:R:3:nbo_charge:R:1
I 0.0100 -0.0538 -2.7370 0.03
I -0.0146 3.0976 -3.6370 0.10
Bi -0.0063 1.8840 -0.5762 1.14
P -2.7402 0.8964 -0.0698 0.93
C -3.9217 0.6010 -1.4428 -0.95
C -3.1571 -0.4364 1.1273 -0.93
H -4.2196 -0.4133 1.3809 0.27
H -4.5520 2.1266 1.0422 0.27
H -2.5675 -0.2808 2.0305 0.26
H -2.9373 2.4022 1.7948 0.27
H -3.6428 -0.3457 -1.9279 0.25
H -2.8643 -1.4028 0.7127 0.23
C -3.4843 2.3014 0.8459 -0.95
H -4.9657 0.5670 -1.0980 0.27
H -3.3541 3.2299 0.2736 0.25
H -3.8104 1.3899 -2.1971 0.26
P 2.7273 0.8926 -0.0531 0.93
C 3.9221 0.5859 -1.4115 -0.95
C 3.4834 2.2801 0.8812 -0.95
H 2.5125 -0.2965 2.0395 0.26
H 4.1775 -0.4304 1.4158 0.27
H 2.8291 -1.4144 0.7207 0.24
C 3.1180 -0.4504 1.1456 -0.93
H 2.9282 2.3808 1.8256 0.27
H 4.5466 2.0868 1.0843 0.27
H 4.9619 0.5502 -1.0549 0.27
H 3.8223 1.3719 -2.1698 0.26
H 3.3700 3.2144 0.3146 0.25
H 3.6439 -0.3609 -1.8959 0.25
Cl -0.0077 1.3991 1.9811 -0.57
C 0.0547 -3.5046 -1.3255 -0.77
S 0.0778 -2.0019 -0.3824 0.44
C -0.0159 -2.5705 1.2568 -0.79
H 0.0986 -3.1643 -2.3726 0.25
H -0.8920 -4.0382 -1.1284 0.26
H 0.9589 -4.0882 -1.0775 0.27
H 0.8370 -3.2090 1.4495 0.27
H -0.0082 -1.6413 1.8497 0.27
H -0.9181 -3.1542 1.3851 0.25
```

- Charge: +2
- Total energy: -72646.702 eV
- E_LUMO (alpha / beta): -9.5 / -10.5 eV
- HOMO level (alpha / beta): -15.2 / -15.1 eV
- Energy relative to the best compared isomer or geometry (same formula, charge and spin): 0.0 kcal per mole
- Max |F|: 1.9 eV Å⁻¹